1.
Here is a structure of composition C3H8Cl2Hg2O2 at a distorted geometry from the OMol25 dataset. Energies are from ωB97M-V/def2-TZVPD.

Calculated values
Calculated total energy (hartree): -1495.6928
Relative energy (zero: lowest compared OMol25 entry of this formula, charge and spin) (kcal/mol): 164.0
HOMO level (eV): -14.047
Frontier orbital gap (eV): 1.528

```
! wB97M-V def2-TZVPD RIJCOSX def2/J DEFGRID3
* xyz 2 1
Hg 2.20 -2.23 2.47
Hg 2.31 -2.46 -3.99
C -2.37 -0.48 -0.29
O -1.08 -1.00 -0.57
H -2.41 0.18 0.57
H -2.67 -0.04 -1.24
H -3.04 -1.30 -0.05
C 6.12 -5.09 -0.52
O 5.16 -4.03 -0.65
H 6.93 -5.12 -1.25
H 6.68 -4.98 0.41
H 5.50 -5.98 -0.47
C -4.56 6.40 1.17
Cl -6.26 6.84 1.49
Cl -3.82 7.56 0.05
H -4.07 6.34 2.13
H -4.61 5.40 0.75
*
```

2.
Here is the ion C3H8Cl2N with charge +1 at a distorted geometry from the OMol25 dataset. Energies are from ωB97M-V/def2-TZVPD.

Calculated values
Structure (SMILES): [NH3+]C[C@H](Cl)CCl
Calculated total energy (hartree): -1093.9404
Relative energy (zero: lowest compared OMol25 entry of this formula, charge and spin) (kcal/mol): 17.9
HOMO level (eV): -15.068
Frontier orbital gap (eV): 11.734

```
! wB97M-V def2-TZVPD RIJCOSX def2/J DEFGRID3
* xyz 1 1
C 0.76 -0.77 -0.04
C -1.24 0.78 -1.06
C 0.51 0.51 -0.72
N 0.25 -0.83 1.32
Cl -2.12 0.63 0.48
Cl 1.10 1.86 0.33
H 1.83 -1.06 0.17
H 0.31 -1.66 -0.50
H -1.29 1.83 -1.15
H -1.62 0.22 -1.83
H 1.14 0.67 -1.62
H -0.76 -0.48 1.01
H 0.74 -0.02 1.77
H 0.40 -1.70 1.84
*
```

3.
Here is a structure of composition C3H8Cl3HgO2 at a distorted geometry from the OMol25 dataset. Energies are from ωB97M-V/def2-TZVPD.

Calculated values
Calculated total energy (hartree): -1803.3167
Relative energy (zero: lowest compared OMol25 entry of this formula, charge and spin) (kcal/mol): 172.5
HOMO level (eV): -4.535
Frontier orbital gap (eV): 2.051

```
! wB97M-V def2-TZVPD RIJCOSX def2/J DEFGRID3
* xyz -1 1
Hg -15.24 0.90 -14.49
C -10.81 0.46 -11.25
O -12.08 0.41 -11.82
H -10.27 1.39 -11.39
H -10.74 0.14 -10.21
H -10.15 -0.27 -11.74
C -16.82 2.44 -19.16
O -16.84 1.38 -18.23
H -17.39 3.30 -18.81
H -15.79 2.74 -19.35
H -17.27 2.06 -20.08
Cl -17.65 -2.56 -14.09
C -13.73 7.09 -13.49
Cl -14.61 5.68 -14.00
Cl -12.05 7.05 -14.12
H -14.22 8.02 -13.76
H -13.67 7.13 -12.41
*
```

4.
Here is a structure of composition C3H8Cl3HgO2 at a distorted geometry from the OMol25 dataset. Energies are from ωB97M-V/def2-TZVPD.

Calculated values
Calculated total energy (hartree): -1803.4505
Relative energy (zero: lowest compared OMol25 entry of this formula, charge and spin) (kcal/mol): 0.1
Expectation value of S²: 0.757
HOMO level (alpha / beta) (eV): 1.635 / -0.128
Frontier orbital gap (alpha / beta) (eV): 3.152 / 4.891

```
! wB97M-V def2-TZVPD RIJCOSX def2/J DEFGRID3
* xyz -2 2
Hg -11.38 8.53 11.00
C -12.48 8.15 14.43
O -12.40 8.21 13.03
H -12.71 7.16 14.81
H -11.49 8.16 14.89
H -13.13 8.91 14.88
C -8.30 9.60 9.59
O -9.70 9.54 9.43
H -7.80 8.64 9.74
H -7.90 10.01 8.66
H -7.99 10.33 10.33
Cl -12.93 8.97 8.90
C -11.38 12.08 13.54
Cl -11.19 11.10 12.09
Cl -12.15 13.67 13.22
H -11.95 11.55 14.30
H -10.37 12.30 13.91
*
```

5.
Here is an isolated molecule of C3H8ClN at a distorted geometry from the OMol25 dataset. Energies are from ωB97M-V/def2-TZVPD.

Calculated values
Structure (SMILES): C[C@H](N)CCl
Calculated total energy (hartree): -634.0120
Relative energy (zero: lowest compared OMol25 entry of this formula, charge and spin) (kcal/mol): 14.2
HOMO level (eV): -9.339
Frontier orbital gap (eV): 10.398

```
! wB97M-V def2-TZVPD RIJCOSX def2/J DEFGRID3
* xyz 0 1
C -0.64 -0.97 0.62
C 0.41 -0.16 -0.17
C -0.22 0.67 -1.20
H -1.02 -2.00 0.26
H -0.22 -1.14 1.64
H -1.57 -0.28 0.85
H 1.02 -0.93 -0.62
H 0.76 0.68 1.76
H 1.71 1.49 0.66
H -1.29 0.88 -0.81
H 0.33 1.64 -1.30
N 1.20 0.59 0.86
Cl -0.45 -0.49 -2.54
*
```

6.
Here is a cluster of 3 separate species, C3H8ClNOS in total at a distorted geometry from the OMol25 dataset. Energies are from ωB97M-V/def2-TZVPD.

Calculated values
Calculated total energy (hartree): -1107.4072
Relative energy (zero: lowest compared OMol25 entry of this formula, charge and spin) (kcal/mol): 15.5
HOMO level (eV): -10.034
Frontier orbital gap (eV): 9.672

```
! wB97M-V def2-TZVPD RIJCOSX def2/J DEFGRID3
* xyz 0 1
C -0.99 0.39 -2.33
C 0.01 0.59 2.03
C 1.34 -0.61 0.53
N 0.11 -0.36 1.22
O 1.42 1.17 -2.05
S 0.35 1.01 -3.03
Cl -2.73 -1.45 1.03
H -1.06 0.12 -1.29
H -1.85 0.24 -2.95
H -1.43 -1.11 1.07
H -0.94 0.76 2.52
H 0.82 1.28 2.26
H 2.17 0.00 0.92
H 1.58 -1.67 0.61
H 1.21 -0.36 -0.52
*
```